1.
{
  "formula": "C10H16F2N3O4S2",
  "method": "ωB97M-V/def2-TZVPD",
  "symbols": ["O", "C", "F", "N", "C", "O", "F", "C", "C", "C", "C", "N", "N", "H", "H", "H", "H", "C", "S", "O", "C", "H", "H", "H", "H", "H", "H", "C", "S", "O", "C", "H", "H", "H", "H", "H", "H"],
  "xyz": [[6.19, -0.36, 3.93], [5.52, 0.60, 3.88], [5.26, 1.28, 5.06], [4.86, 1.15, 2.70], [5.56, 0.88, 1.48], [4.97, 0.93, 0.45], [6.89, 0.61, 1.42], [3.48, 0.60, 2.65], [2.42, 1.58, 2.94], [1.07, 0.95, 2.91], [1.15, -0.47, 2.62], [2.23, -1.23, 2.35], [3.43, -0.70, 2.36], [2.57, 2.66, 3.16], [0.14, 1.51, 3.13], [0.17, -1.02, 2.62], [2.14, -2.23, 2.15], [-1.41, -1.37, -1.98], [-0.31, -1.11, -0.57], [-0.73, 0.17, 0.10], [1.17, -0.75, -1.54], [-2.41, -1.57, -1.60], [-1.43, -0.47, -2.60], [-1.06, -2.22, -2.55], [0.99, 0.11, -2.19], [1.43, -1.63, -2.13], [1.98, -0.52, -0.85], [-5.55, 1.55, -2.56], [-5.46, -0.18, -2.06], [-4.02, -0.54, -1.93], [-6.05, -0.86, -3.62], [-5.19, 2.16, -1.73], [-4.92, 1.71, -3.43], [-6.58, 1.81, -2.78], [-5.39, -0.55, -4.43], [-7.07, -0.52, -3.81], [-6.04, -1.95, -3.55]],
  "nbo_charge": [-0.451, 0.958, -0.316, -0.549, 0.983, -0.526, -0.278, 0.334, -0.087, -0.138, 0.097, -0.236, -0.142, 0.292, 0.298, 0.278, 0.463, -0.823, 1.200, -1.007, -0.826, 0.294, 0.244, 0.228, 0.244, 0.240, 0.218, -0.827, 1.258, -1.020, -0.828, 0.244, 0.232, 0.237, 0.232, 0.237, 0.244],
  "total_charge": 1,
  "lumo_ev": -5.6,
  "homo_ev": -11.128,
  "e_above_lowest_kj_mol": 141.6
}



2.
{
  "formula": "C10H16HfO2",
  "method": "ωB97M-V/def2-TZVPD",
  "symbols": ["C", "C", "C", "C", "C", "C", "C", "C", "C", "O", "C", "O", "H", "H", "H", "H", "H", "H", "H", "H", "H", "H", "H", "H", "H", "H", "H", "H", "Hf"],
  "xyz": [[4.09, -0.79, 0.09], [2.98, 0.09, 0.30], [1.77, 1.16, 0.72], [1.19, 1.79, -0.65], [-0.40, 1.73, -0.94], [-1.30, 0.71, -0.05], [-1.21, -0.86, -0.59], [-0.51, -1.87, 0.53], [-0.71, -3.44, 0.10], [-2.72, 1.12, -0.25], [-3.22, 1.60, 1.06], [-4.02, 0.80, 1.82], [4.93, -1.60, 0.16], [2.34, 2.03, 1.30], [1.02, 0.70, 1.47], [1.78, 1.29, -1.56], [1.52, 2.94, -0.69], [-0.54, 1.40, -2.08], [-0.87, 2.83, -0.89], [-1.13, 0.79, 1.13], [-2.34, -1.25, -0.69], [-0.75, -0.95, -1.66], [-1.07, -1.65, 1.56], [0.63, -1.58, 0.63], [-0.11, -3.59, -0.92], [-1.83, -3.75, -0.10], [-0.22, -4.14, 0.92], [-2.88, 2.64, 1.50], [3.58, 1.84, -2.22]],
  "nbo_charge": [-0.028, -0.256, -0.484, -0.343, -0.439, 0.118, -0.365, -0.331, -0.541, -0.259, 0.579, -0.174, 0.388, 0.329, 0.297, 0.041, 0.296, 0.302, 0.344, 0.270, 0.323, 0.285, 0.298, 0.259, 0.282, 0.320, 0.384, 0.279, 1.828],
  "total_charge": 4,
  "lumo_ev": -20.6,
  "homo_ev": -23.119
}



3.
{
  "formula": "C10H16HgN2P",
  "method": "ωB97M-V/def2-TZVPD",
  "symbols": ["C", "C", "C", "C", "C", "Hg", "P", "H", "H", "H", "H", "H", "H", "H", "H", "C", "C", "C", "C", "N", "N", "C", "H", "H", "H", "H", "H", "H", "H", "H"],
  "xyz": [[1.29, -0.16, -1.77], [0.30, 0.00, -2.68], [-0.83, -1.00, -2.47], [-0.15, -2.13, -1.75], [1.17, -1.59, -1.05], [-0.97, 0.02, -0.57], [-0.30, 2.29, 0.29], [2.15, 0.49, -1.69], [0.02, 0.73, -3.45], [-1.86, -0.89, -2.83], [1.57, -2.17, -0.42], [-0.70, -2.97, -1.83], [-1.29, 2.59, 1.20], [-0.18, 3.42, -0.58], [0.90, 2.16, 0.98], [0.95, -0.34, 5.24], [0.13, -0.66, 3.99], [-1.01, -1.41, 3.87], [-1.30, -1.39, 2.53], [-0.47, -0.60, 1.85], [0.46, -0.22, 2.76], [-2.38, -2.17, 1.90], [0.30, 0.10, 6.02], [1.38, -1.26, 5.70], [1.78, 0.35, 5.06], [-1.54, -1.88, 4.71], [1.25, 0.30, 2.51], [-2.45, -3.12, 2.37], [-3.32, -1.69, 2.01], [-2.21, -2.35, 0.90]],
  "nbo_charge": [-0.391, -0.390, -0.535, -0.355, -0.408, 0.359, -0.142, 0.205, 0.216, 0.241, 0.167, 0.186, 0.016, -0.026, -0.072, -0.645, 0.149, -0.362, 0.160, -0.313, -0.337, -0.641, 0.220, 0.216, 0.214, 0.213, 0.395, 0.195, 0.221, 0.246],
  "total_charge": -1,
  "lumo_ev": 2.9,
  "homo_ev": -0.232,
  "e_above_lowest_kj_mol": 189.1
}